This record from the OMol25 dataset describes C35H62N2O16S8 as an isolated structure at a distorted geometry. The level of theory is ωB97M-V/def2-TZVPD.

Each line ends with the Mulliken charge.
Positions of all 123 atoms, in Å:
S -2.83690 -4.55812 -1.44312  1.0499
S -1.24934 -4.24310 4.48853  1.0793
S 1.97513 -5.34937 2.42127  0.2100
S 2.08552 1.01442 -6.76164  1.3100
S -1.39193 3.34508 -2.25219  1.3449
S 3.68777 4.12002 -1.64455  1.0562
S -4.01758 4.44592 1.69621  1.3148
S -1.63145 -0.13774 2.57446  1.5667
O -0.84532 3.25164 -0.91190  -0.5059
O -2.92574 -0.73372 2.81248  -0.7482
O -0.69112 -3.04393 5.07009  -0.5747
O -0.60717 -0.82345 1.81929  -0.7825
O 4.93980 3.89461 -2.32047  -0.7106
O 4.43506 -0.69125 6.31322  -0.3151
O 2.47389 4.41091 -2.36779  -0.6139
O -0.54087 -5.50360 4.50155  -0.6914
O 1.96697 0.63521 -5.37629  -0.6619
O 4.82890 -2.03991 6.41449  -0.2603
O 1.30710 2.08624 -7.33102  -0.7127
O -2.22895 4.44885 -2.66112  -0.7653
O -4.82945 3.46356 1.01926  -0.6996
O -2.46165 -3.97372 -2.70503  -0.7250
O -3.19214 -3.74928 -0.30554  -0.5030
O -3.50522 4.22731 3.02902  -0.7674
N 2.42778 -4.66266 3.80820  -0.5200
N 3.00862 -4.81973 1.31356  -0.6359
C -4.86652 6.02705 1.64783  -0.7576
C -0.28751 1.79424 -4.11028  0.0194
C -0.06579 3.15207 -3.43461  -0.1778
C -2.88753 -4.49236 5.16116  -0.8828
C 4.91705 -3.25603 1.49513  -0.7821
C -1.79281 1.50189 -4.06797  -0.8881
C 3.50962 3.34266 0.89997  -0.5183
C -3.79934 -3.71387 4.21624  -0.6568
C -3.99061 6.94726 0.78719  -0.7699
C -3.29480 -4.01981 2.80183  -0.5257
C 3.82752 -4.00274 2.02107  0.8505
C -2.35827 -6.93067 -0.43412  -0.3450
C -0.93276 0.38230 4.13481  -0.8793
C 1.88056 -0.44185 -7.77919  -0.7694
C -1.84582 1.50326 1.89141  -0.4702
C 5.63799 -2.44402 2.30549  -0.7573
C 5.30273 -2.33336 3.71077  -0.5451
C -3.22263 6.05722 -0.20141  -0.6298
C -1.57628 -5.72289 -0.93949  -0.5802
C -1.39695 2.48286 2.98101  -0.2787
C 4.23163 0.13524 -8.07628  -0.5898
C 2.97859 -0.32430 -8.83126  -0.5975
C 4.26610 -3.03221 4.24017  0.5214
C 3.91463 5.37414 -0.39099  -0.8151
C -2.23550 1.81771 -2.64250  -0.8482
C -4.13247 -5.77312 -1.70940  -0.6889
C 3.36502 2.76412 -0.51188  -0.3567
C 3.90065 -2.86468 5.72227  -0.6503
C -1.77281 -3.87665 2.81633  0.8895
C -3.49638 -7.14238 -1.44045  -0.6728
C -2.67136 4.89893 0.62394  0.6566
C 3.81590 1.28662 -7.15310  -0.7045
C -0.35038 1.76165 3.84194  -0.5954
C 3.48041 -3.90486 3.42610  0.3991
C 3.16283 4.83422 0.82207  -0.3247
H 4.39344 1.29573 -6.23147  0.3584
H -3.90508 5.67963 -0.96448  0.3209
H 0.58467 1.66017 3.28209  0.1053
H -4.49703 -5.68809 -2.73053  0.3492
H 2.70193 0.42392 -9.57803  0.2937
H -0.13115 3.97028 -4.15043  0.5011
H 2.93841 -2.31438 5.73768  0.3715
H -0.98694 -5.97517 -1.82110  0.3563
H 4.07932 1.96561 -0.69909  0.4191
H 3.52920 6.32645 -0.74900  0.4461
H -1.83998 5.22302 1.25111  0.2590
H 4.98333 5.45275 -0.19081  0.3593
H -1.72239 -7.81139 -0.35066  0.4102
H -2.37395 4.03019 0.02504  -0.8680
H -1.74567 0.44196 4.85841  0.4047
H -1.88688 1.05619 -1.94369  0.3392
H -3.10146 -5.56098 5.12619  0.3347
H -4.23558 -7.85232 -1.07024  0.3515
H 4.62010 -0.69316 -7.47942  0.2995
H -3.08924 -7.54815 -2.36946  0.3139
H -1.46505 -2.86135 2.58770  -0.5109
H -3.74187 -3.36020 2.06263  0.3363
H -2.89218 1.64738 1.62306  0.3029
H -2.42561 6.60164 -0.70440  0.4221
H 0.24833 1.01847 -3.56191  0.3069
H 3.89813 2.25082 -7.65234  0.3680
H 5.02275 0.44571 -8.75808  0.3216
H -5.84643 5.86885 1.19981  0.3729
H 2.35197 2.40677 -0.69619  0.0801
H -1.22099 1.57948 1.00157  -0.0109
H 0.88539 3.19318 -2.91383  -0.3184
H -3.56520 -5.04592 2.53311  0.2176
H 0.09505 1.79755 -5.12473  -0.1505
H 6.46384 -1.83034 1.94267  0.3914
H -3.71355 -2.64292 4.41138  0.2168
H 3.44284 5.36312 1.73267  0.3785
H -4.93897 -5.56111 -1.00904  0.3738
H -4.98018 6.40496 2.66159  0.3546
H -2.92316 -4.13654 6.18899  0.4639
H 2.86924 2.81563 1.60691  0.1507
H -3.28051 7.48114 1.42395  0.3252
H -0.94044 -5.27108 -0.18056  0.2430
H 0.87796 -0.45728 -8.20147  0.3923
H -2.31584 2.15148 -4.77490  0.3148
H -1.29480 -4.57299 2.13043  -0.0905
H 2.08601 4.95493 0.67810  0.0878
H -0.13552 2.30775 4.76042  0.4630
H 5.18594 -3.28584 0.43681  0.3909
H 4.54077 3.22615 1.24214  0.3127
H -4.59452 7.69501 0.27317  0.3691
H -0.18976 -0.34121 4.46517  0.4297
H -0.99942 3.39781 2.54393  0.0642
H -3.31088 1.95435 -2.54178  0.5110
H 5.86762 -1.65597 4.35149  0.5527
H -2.77425 -6.71941 0.55464  0.0610
H 3.73366 -3.82415 6.22821  0.4064
H -4.84386 -3.99806 4.34489  0.4574
H -2.24342 2.75746 3.59599  0.3771
H 3.14068 -1.27049 -9.34651  0.3472
H -2.01298 0.46829 -4.33396  0.4303
H 2.03507 -1.31452 -7.14440  0.3772
H 4.19264 -0.52263 5.38579  0.3674

Orbital gap ... 0.316 Eh
HOMO level ... -8.9 eV
Charge ... 0
Spin multiplicity ... 1